Computed, not measured: a structure of composition C30H42BNO2S in a non-equilibrium geometry, with ωB97M-V/def2-TZVPD.

Calculated values
HOMO-LUMO gap (eV): 2.532
Energy relative to the best compared isomer or geometry (same formula, charge and spin) (kcal/mol): 105.4
Lowest unoccupied orbital energy (eV): -1.13

Atoms and positions in Å:
1 C -1.5877 -0.9752 -1.6912
2 C -0.3568 -0.6192 -0.8347
3 C 0.7911 -0.1509 -1.7865
4 C 1.2892 1.1609 -1.7206
5 C 0.5716 2.2854 -1.0435
6 C 2.5641 1.4372 -2.2372
7 C 3.3027 0.4727 -2.9180
8 C 4.6968 0.7591 -3.4041
9 C 2.6817 -0.7542 -3.1652
10 C 1.3939 -1.0338 -2.7041
11 C 0.7395 -2.2516 -3.2689
12 H -2.5112 -0.5672 -1.2601
13 H -1.4892 -0.5031 -2.6816
14 H -1.7263 -2.0515 -1.8577
15 H -0.6481 0.2787 -0.2659
16 H 1.0326 3.2156 -1.3853
17 H -0.6329 2.4174 -1.2592
18 H 0.7589 2.2306 0.0358
19 H 2.9941 2.4218 -2.0676
20 H 5.2290 -0.1703 -3.6499
21 H 4.7132 1.3907 -4.3078
22 H 5.2918 1.2840 -2.6420
23 H 3.2197 -1.5043 -3.7488
24 H 1.4363 -2.7610 -3.9396
25 H 0.4780 -2.9590 -2.4853
26 H -0.1584 -2.0228 -3.8533
27 C -2.0017 -1.6167 4.8890
28 C -1.8634 -1.4599 3.4263
29 C -2.7829 -1.7762 2.4365
30 C -2.1950 -1.7919 1.1436
31 C -0.8497 -1.4877 1.1556
32 B -1.5458 3.1727 -0.5176
33 C 0.1871 -1.6514 0.1297
34 C 1.4663 -1.1660 0.7494
35 C 2.5423 -1.9633 0.8932
36 C 2.5357 -3.2472 0.2826
37 N 3.7003 -3.8108 -0.1250
38 C 3.6834 -5.0344 -0.9052
39 C 4.8991 -2.9962 -0.2042
40 C 1.2867 -3.8686 -0.0217
41 C 0.2017 -3.0886 -0.2661
42 O -2.8738 2.8837 -0.5852
43 C -3.4572 3.3766 0.6533
44 C -4.4988 4.4258 0.2802
45 C -4.1948 2.1968 1.2832
46 C -2.2282 3.9699 1.4628
47 C -2.3353 5.4385 1.8401
48 C -1.8750 3.1778 2.7170
49 O -1.1054 3.8954 0.5497
50 S -0.3426 -1.0112 2.7400
51 H -2.7455 -2.3949 5.0868
52 H -1.0421 -1.9132 5.3150
53 H -2.3198 -0.6913 5.3797
54 H -3.8122 -2.0608 2.6337
55 H -2.7413 -2.0496 0.2370
56 H 1.4990 -0.1142 1.0550
57 H 3.4516 -1.5958 1.3721
58 H 3.1614 -5.8265 -0.3549
59 H 3.1820 -4.8992 -1.8849
60 H 4.7274 -5.3284 -1.0779
61 H 4.7962 -2.1721 -0.9362
62 H 5.1273 -2.5633 0.7718
63 H 5.7247 -3.6513 -0.5114
64 H 1.2468 -4.9471 -0.1773
65 H -0.7409 -3.5153 -0.6160
66 H -4.9529 4.8668 1.1735
67 H -4.0631 5.2266 -0.3348
68 H -5.3122 3.9496 -0.2802
69 H -4.7159 2.4846 2.2058
70 H -4.9639 1.8489 0.5814
71 H -3.5376 1.3435 1.5071
72 H -3.1636 5.6021 2.5352
73 H -1.4232 5.7519 2.3617
74 H -2.4598 6.0811 0.9607
75 H -2.6541 3.3056 3.4779
76 H -1.7555 2.1052 2.5138
77 H -0.9392 3.5604 3.1406

Atomic forces in eV per Å
C -0.5 0.1 -0.2
C 0.7 1.8 -3.5
C -0.2 -0.4 0.1
C 0.0 0.1 0.5
C 3.3 -1.5 0.4
C 0.1 -0.2 -0.7
C -0.3 0.3 0.4
C 0.5 0.0 -0.1
C 0.0 0.3 -0.1
C 0.7 0.3 0.1
C 0.0 -0.6 0.0
H 0.2 -0.2 0.0
H 0.0 -0.2 0.3
H 0.0 0.3 0.0
H 0.3 -0.4 0.0
H -0.4 0.1 0.0
H -0.1 0.3 -0.2
H -0.8 0.1 -0.1
H -0.1 0.0 -0.1
H -0.1 0.2 0.0
H -0.1 -0.2 0.3
H -0.2 -0.1 -0.2
H -0.2 0.2 0.0
H -0.1 0.0 0.0
H -0.2 -0.1 -0.1
H 0.1 0.1 0.2
C -0.3 0.3 0.5
C -0.8 0.0 -1.3
C 1.0 0.2 0.9
C 0.5 0.1 -0.3
C -1.9 -0.8 2.4
B -1.1 0.7 -0.6
C -0.5 1.2 0.1
C 0.2 0.6 -0.5
C 0.4 -0.1 -0.5
C 0.0 0.2 0.5
N 0.8 -0.6 0.1
C 0.1 0.1 0.0
C 0.0 -0.2 -0.1
C -0.4 0.3 -0.7
C 0.2 -0.7 0.4
O 0.5 0.0 0.6
C -0.7 0.2 0.2
C -0.1 0.2 -0.2
C 0.1 -0.3 0.3
C -0.1 0.3 0.6
C -0.2 0.3 0.1
C 0.0 -0.2 0.1
O -0.3 -0.8 -0.4
S -0.6 -0.9 0.3
H 0.2 0.1 0.1
H -0.1 -0.1 0.1
H 0.0 -0.1 0.1
H 0.2 0.0 0.1
H 0.2 -0.2 0.4
H -0.1 -0.4 0.0
H -0.3 0.0 -0.3
H 0.2 0.0 -0.2
H 0.1 0.0 0.3
H -0.5 -0.1 0.0
H -0.1 -0.2 0.2
H 0.2 -0.1 -0.2
H -0.2 0.3 0.2
H -0.1 0.4 -0.2
H 0.3 0.0 0.3
H 0.1 0.0 -0.1
H -0.2 -0.3 0.2
H 0.3 0.1 0.0
H 0.2 0.0 -0.1
H 0.2 0.1 0.1
H -0.1 0.3 -0.1
H 0.0 0.0 -0.1
H -0.1 -0.2 -0.2
H 0.0 -0.2 0.2
H 0.1 -0.1 -0.1
H 0.0 0.3 0.1
H -0.1 -0.1 -0.2

Löwdin population analysis, charges in e, atoms 1 to 8: -0.041, -0.232, -0.091, -0.201, -0.045, -0.008, -0.279, -0.065

***

Computed, not measured: the molecule CHN3OS in a non-equilibrium geometry, with ωB97M-V/def2-TZVPD.

Calculated values
SMILES string: O=c1[nH]nns1
HOMO-LUMO gap (eV): 10.622
Energy relative to the best compared isomer or geometry (same formula, charge and spin) (kcal/mol): 52.5
Lowest unoccupied orbital energy (eV): 0.76

Atoms and positions in Å:
1 O -1.4565 2.1332 0.0238
2 C -1.7235 0.9882 0.0182
3 N -0.4039 -0.1982 0.0640
4 N -0.8934 -1.3694 0.0380
5 N -2.0938 -1.5453 0.0077
6 S -3.0388 -0.0676 -0.0205
7 H 0.5759 0.0088 -0.0103

Atomic forces in eV per Å
O -0.3 0.1 0.0
C 2.9 -1.3 0.0
N -3.2 3.2 0.0
N 2.4 -1.1 -0.1
N -1.9 -0.9 0.0
S -0.1 0.3 0.0
H 0.2 -0.3 0.0

Computed natural (NBO) charges, given in elementary charges: -0.511, 0.417, -0.477, 0.066, -0.334, 0.426, 0.413

***

Computed, not measured: the molecule H2INP2 in a non-equilibrium geometry, with ωB97M-V/def2-TZVPD.

Calculated values
SMILES string: P/N=P\I
HOMO-LUMO gap (spin up / spin down) (eV): 7.472 / 6.938
Energy relative to the best compared isomer or geometry (same formula, charge and spin) (kcal/mol): 59.0
Lowest unoccupied orbital energy (spin up / spin down) (eV): -1.20 / -1.68

Atoms and positions in Å:
1 P -0.8667 -0.2846 0.4884
2 N -0.3911 1.1532 0.0175
3 P 1.7545 1.3758 -0.0232
4 I 2.4630 -0.8986 -0.3222
5 H -2.2516 -0.1199 0.3792
6 H -0.7081 -1.2259 -0.5398

Atomic forces in eV per Å
P -0.8 -1.2 0.6
N 5.0 2.2 -0.2
P -4.1 -0.6 -0.2
I 0.1 0.1 0.1
H -0.4 -0.1 0.0
H 0.2 -0.3 -0.2

Computed natural (NBO) charges, given in elementary charges: 0.686, -0.997, 0.493, -0.094, -0.043, -0.046

***

Computed, not measured: a cluster of 4 separate species, C2H11O3S in total in a non-equilibrium geometry, with ωB97M-V/def2-TZVPD.

Calculated values
HOMO-LUMO gap (eV): 7.252
Energy relative to the best compared isomer or geometry (same formula, charge and spin) (kcal/mol): 8.8
Net charge: -1
Lowest unoccupied orbital energy (eV): 3.79

Atoms and positions in Å:
1 C -0.5051 2.5142 -0.5496
2 C -0.6841 1.2690 0.3129
3 S 0.3315 -0.1292 -0.2551
4 H -0.6403 2.1843 -1.5864
5 H 0.5333 2.8265 -0.5231
6 H -1.2187 3.2956 -0.3048
7 H -1.7296 0.9305 0.3404
8 H -0.4942 1.4725 1.3742
9 H 0.0465 -3.0252 -2.3709
10 H 0.6362 -2.2281 -1.2612
11 O 0.6295 -3.1425 -1.6053
12 H -1.2753 -1.5668 0.5404
13 H -1.9489 -2.8152 1.0843
14 O -2.1519 -2.0183 0.5794
15 H 3.0947 -0.2930 1.9879
16 H 2.3599 0.2072 0.7880
17 O 3.0165 0.5186 1.4490

Atomic forces in eV per Å
C 0.0 -1.1 -0.5
C -0.5 -0.3 0.5
S 0.3 -0.1 0.1
H -0.3 0.2 0.0
H 0.1 0.4 0.3
H 0.1 0.3 0.1
H 0.1 0.2 -0.4
H 0.4 0.1 -0.2
H 0.2 -0.2 0.3
H 0.0 -0.2 0.2
O -0.2 0.3 -0.5
H -0.2 0.2 -0.4
H -0.1 0.1 -0.1
O 0.2 -0.2 0.4
H 0.1 0.7 -0.2
H -0.4 0.5 -0.1
O 0.3 -1.0 0.4

natural (NBO) population analysis, charges in e, atoms 1 to 8: -0.624, -0.504, -0.727, 0.203, 0.204, 0.181, 0.186, 0.182